Here is a structure of composition C35H52AsOP3RhSe from the Open Molecules 2025 dataset. Energies are from ωB97M-V with the def2-TZVPD basis set.

Values from the calculation:
HOMO level (spin up / spin down), Ha: -0.555 / -0.566
Total energy, eV: -196216.8446
Gap between HOMO and LUMO (spin up / spin down), eV: 5.961 / 2.554
Energy above the lowest of the compared OMol25 structures with the same formula, charge and spin, kJ/mol: 0.00
LUMO level (spin up / spin down), eV: -9.1546 / -12.8344

```
! wB97M-V def2-TZVPD RIJCOSX def2/J DEFGRID3
* xyz 3 5
Rh -0.09980 -1.08210 -1.33253
P -1.30026 -0.78706 0.60521
P 1.66888 -2.34163 -0.36667
P -1.89475 -0.74239 -2.69383
H -0.99736 3.31003 1.73048
C -0.97221 3.34547 0.61795
C -2.27067 3.67056 0.01905
H -3.14398 3.83878 0.64677
C -0.31688 -0.19308 2.01789
C -1.87687 -2.45976 1.07418
C -2.80876 0.24400 0.69840
C 3.18625 -1.34756 -0.45356
C 1.62502 -2.99812 1.33498
C 1.96407 -3.84609 -1.36156
C -2.19690 1.05314 -2.77846
C -3.41994 -1.61438 -2.20882
C -1.70473 -1.26506 -4.43952
H -0.13513 4.00362 0.29382
H -2.31867 3.86772 -1.05080
H -0.31769 0.90326 2.04473
H 0.72803 -0.50437 1.91196
H -0.72663 -0.58410 2.96042
H -1.31212 -3.22977 0.53627
H -2.94031 -2.56360 0.82652
H -1.74491 -2.59187 2.15542
H -2.60879 1.29215 0.44074
H -3.17561 0.21652 1.73508
H -3.59913 -0.13936 0.04557
H 4.00991 -1.89211 0.02823
H 3.01427 -0.38611 0.07767
H 3.44075 -1.13907 -1.50166
H 2.22619 -3.91799 1.36049
H 0.60219 -3.24361 1.64291
H 2.05967 -2.28246 2.04326
H 2.58674 -4.53479 -0.77480
H 2.47030 -3.60013 -2.30264
H 1.00721 -4.33270 -1.58517
H -3.19024 1.22035 -3.21591
H -1.43503 1.52041 -3.41573
H -2.15305 1.52684 -1.78924
H -3.90859 -1.97475 -3.12410
H -4.11208 -0.95242 -1.67826
H -3.18140 -2.48242 -1.58213
H -2.70829 -1.39421 -4.86681
H -1.17230 -2.22126 -4.50514
H -1.15973 -0.51635 -5.02529
C 1.35621 0.88082 -3.32048
C 1.51168 1.74589 -2.22959
C 1.44737 3.12742 -2.42535
C 1.29374 3.64410 -3.71728
C 1.22653 2.77758 -4.81701
C 1.28025 1.39830 -4.62832
Se 1.14076 -1.04797 -3.12037
H -0.70252 2.21423 0.19027
H 1.65162 1.34068 -1.22410
H 1.52587 3.79283 -1.56293
H 1.24099 4.72355 -3.86666
H 1.13164 3.17563 -5.82812
H 1.24830 0.70638 -5.47096
O 2.31117 1.09479 1.05920
As 3.20796 1.40605 2.45343
C 2.11512 2.41500 3.70354
C 2.08470 2.09753 5.06656
C 1.26312 2.83608 5.92862
C 0.49830 3.89813 5.43399
C 0.56177 4.23568 4.07623
C 1.38600 3.50458 3.21088
C 3.73970 -0.30595 3.20022
C 2.90324 -0.99547 4.08959
C 3.28860 -2.25809 4.56036
C 4.49045 -2.83067 4.13308
C 5.31652 -2.14201 3.23904
C 4.94992 -0.87243 2.77711
C 4.71901 2.50264 1.93115
C 4.82622 2.92742 0.60092
C 5.90210 3.74318 0.22501
C 6.85603 4.12842 1.17509
C 6.73866 3.70299 2.50424
C 5.66434 2.89096 2.89023
H 2.69752 1.28262 5.45152
H 1.22504 2.57572 6.98784
H -0.14377 4.47017 6.10603
H -0.02638 5.06815 3.68452
H 1.46232 3.76765 2.15369
H 1.96428 -0.54755 4.42096
H 2.64128 -2.78801 5.26227
H 4.78432 -3.81562 4.50070
H 6.25328 -2.58607 2.89829
H 5.59585 -0.32145 2.09020
H 4.07150 2.61202 -0.12148
H 5.98963 4.07486 -0.81085
H 7.69334 4.76271 0.87834
H 7.48129 4.00184 3.24601
H 5.56108 2.55781 3.92396
*
```